#P
Molecular formula: C2H7N2OP
Method: DFT, the ωB97M-V functional and the def2-TZVPD basis

```
13
C2H7N2OP, DFT the ωB97M-V functional and the def2-TZVPD basis
C -0.340 0.227 1.076
C -0.222 -1.150 0.407
N 0.393 1.261 0.443
N 1.017 -0.024 -2.215
O 1.068 -1.358 -0.058
P 1.825 -0.026 -0.715
H -1.367 0.612 1.089
H -0.025 0.207 2.190
H -0.504 -1.868 1.239
H -1.012 -1.115 -0.374
H 0.876 1.810 1.049
H 1.118 0.920 -2.674
H 0.236 -0.719 -2.352
```

Results
**Gap between HOMO and LUMO**: 9.20 eV

Atomic partial charges in e from the natural (NBO) method, atoms 1 to 2: -0.264, -0.087

#Q
Molecular formula: C2H7N2OP
Method: DFT, the ωB97M-V functional and the def2-TZVPD basis

```
13
C2H7N2OP, DFT the ωB97M-V functional and the def2-TZVPD basis
C -0.291 -1.466 1.983
N -0.376 -0.357 1.457
P 0.298 -0.168 -0.556
C -1.052 0.827 -1.452
N 1.410 1.027 -0.336
O 0.732 -1.415 -1.080
H -0.405 -1.568 3.081
H 0.197 -2.422 1.581
H -1.974 0.827 -0.866
H -0.673 1.853 -1.544
H -1.255 0.464 -2.451
H 1.002 1.727 0.358
H 2.386 0.671 -0.176
```

Results
**Gap between HOMO and LUMO**: 9.55 eV
**Structure (SMILES)**: C=N[P@@](C)(N)=O

Atomic partial charges in e from the natural (NBO) method, atoms 1 to 2: -0.073, -0.663

Relative energies with respect to the most stable structure, expressed in kcal/mol: #P 21.1; #Q 0.0.

#P
Molecular formula: C2H4O3P
Method: DFT, the ωB97M-V functional and the def2-TZVPD basis

```
10
C2H4O3P, DFT the ωB97M-V functional and the def2-TZVPD basis
C -0.467 -0.692 0.785
C 0.680 -0.571 -0.206
O -0.882 1.212 -1.957
O -1.010 0.593 0.596
O 0.544 2.382 -0.135
P -0.106 1.154 -0.674
H -1.200 -1.412 0.516
H -0.108 -0.764 1.797
H 1.666 -0.574 0.181
H 0.882 -1.329 -0.903
```

Results
**Gap between HOMO and LUMO**: 8.83 eV
**Total charge**: -1

Atomic partial charges in e from the natural (NBO) method, atoms 1 to 2: -0.074, -0.809

#Q
Molecular formula: C2H4O3P
Method: DFT, the ωB97M-V functional and the def2-TZVPD basis

```
10
C2H4O3P, DFT the ωB97M-V functional and the def2-TZVPD basis
C -0.865 -1.144 -0.475
C 0.452 -1.306 -0.537
O 1.314 -1.963 -1.086
O 1.151 0.008 0.226
P 0.312 1.193 0.704
O -0.508 1.052 1.882
H -1.441 -1.760 -1.057
H -1.421 -0.126 -0.179
H 1.183 2.334 0.953
H -0.176 1.712 -0.431
```

Results
**Gap between HOMO and LUMO**: 8.02 eV
**Total charge**: -1
**Structure (SMILES)**: C=C([O-])O[PH2]=O

Atomic partial charges in e from the natural (NBO) method, atoms 1 to 2: -0.790, 0.696

Relative energies with respect to the most stable structure, expressed in kcal/mol: #P 0.0; #Q 48.9.

#P
Molecular formula: CCl4
Method: DFT, the ωB97M-V functional and the def2-TZVPD basis

```
5
CCl4, DFT the ωB97M-V functional and the def2-TZVPD basis
Cl -0.781 -0.861 1.163
Cl -1.099 1.377 -0.151
Cl 1.741 0.326 0.557
Cl 0.119 -0.938 -1.522
C 0.020 0.096 -0.047
```

Results
**Gap between HOMO and LUMO**: 11.06 eV

Atomic partial charges in e from the natural (NBO) method, atoms 1 to 2: 0.041, 0.111

#Q
Molecular formula: CCl4
Method: DFT, the ωB97M-V functional and the def2-TZVPD basis

```
5
CCl4, DFT the ωB97M-V functional and the def2-TZVPD basis
Cl -0.055 -1.335 -1.239
C -0.063 0.039 -0.024
Cl 1.710 0.299 0.404
Cl -0.904 1.559 -0.553
Cl -0.729 -0.536 1.396
```

Results
**Gap between HOMO and LUMO**: 11.12 eV
**Structure (SMILES)**: ClC(Cl)(Cl)Cl

Atomic partial charges in e from the natural (NBO) method, atoms 1 to 2: 0.025, -0.199

Relative energies with respect to the most stable structure, expressed in kcal/mol: #P 4.3; #Q 0.0.

#P
Molecular formula: C2H7N4O
Method: DFT, the ωB97M-V functional and the def2-TZVPD basis

```
14
C2H7N4O, DFT the ωB97M-V functional and the def2-TZVPD basis
C -0.365 -1.153 -0.836
C -1.706 -1.336 -0.094
N -0.169 -1.309 -2.065
N -1.239 -1.374 1.249
N 0.610 -0.983 0.140
N 1.729 1.558 0.515
O 0.172 -1.206 1.286
H -2.250 -0.430 -0.338
H -2.301 -2.191 -0.311
H 0.763 -1.230 -2.538
H -1.581 -1.285 2.168
H 1.968 0.933 1.359
H 2.094 2.530 0.687
H 2.206 1.273 -0.405
```

Results
**Gap between HOMO and LUMO (alpha / beta)**: 6.19 / 5.99 eV
**Total charge**: +1

Atomic partial charges in e from the natural (NBO) method, atoms 1 to 2: 0.296, -0.332

#Q
Molecular formula: C2H7N4O
Method: DFT, the ωB97M-V functional and the def2-TZVPD basis

```
14
C2H7N4O, DFT the ωB97M-V functional and the def2-TZVPD basis
C -0.890 0.535 -0.126
C -0.031 -1.677 -0.302
N 1.509 0.181 -0.424
N -1.004 -0.787 0.026
N -1.905 1.489 -0.058
N 2.514 0.672 0.200
O 0.352 1.011 -0.255
H 0.236 -1.829 -1.313
H -0.041 -2.508 0.220
H -1.773 -1.094 0.490
H -2.907 1.205 0.175
H -1.814 2.488 -0.439
H 3.343 0.344 -0.136
H 2.557 1.457 0.879
```

Results
**Gap between HOMO and LUMO (alpha / beta)**: 8.83 / 8.07 eV
**Total charge**: +1

Atomic partial charges in e from the natural (NBO) method, atoms 1 to 2: 0.780, -0.124

Relative energies with respect to the most stable structure, expressed in kcal/mol: #P 26.7; #Q 0.0.

#P
Molecular formula: C2H7NO2
Method: DFT, the ωB97M-V functional and the def2-TZVPD basis

```
12
C2H7NO2, DFT the ωB97M-V functional and the def2-TZVPD basis
C -0.987 -0.249 -1.754
C -0.547 0.028 -0.345
N -0.144 -1.097 0.323
O -0.634 1.089 0.248
H -0.298 -0.810 -2.382
H -1.119 0.691 -2.300
H -1.971 -0.717 -1.802
H 0.228 -1.948 -0.091
H -0.347 -1.086 1.328
H 1.067 0.881 1.219
H 2.169 0.412 2.166
O 1.884 0.361 1.232
```

Results
**Spin multiplicity**: 2
**<S²>**: 0.7679
**Gap between HOMO and LUMO (alpha / beta)**: 12.81 / 6.63 eV
**Total charge**: +1

Atomic partial charges in e from the natural (NBO) method, atoms 1 to 2: -0.755, 0.633

#Q
Molecular formula: C2H7NO2
Method: DFT, the ωB97M-V functional and the def2-TZVPD basis

```
12
C2H7NO2, DFT the ωB97M-V functional and the def2-TZVPD basis
C 0.286 -0.499 -1.846
C -0.563 0.316 -0.958
N -0.582 0.010 0.389
O -1.210 1.336 -1.164
H 0.042 -0.309 -2.890
H 0.060 -1.567 -1.723
H 1.334 -0.451 -1.558
H 0.041 -0.589 0.941
H -1.242 0.468 1.019
H 0.737 -0.719 3.207
H 2.349 -0.691 3.125
O 1.510 -0.764 2.617
```

Results
**Spin multiplicity**: 2
**<S²>**: 0.7654
**Gap between HOMO and LUMO (alpha / beta)**: 11.18 / 6.35 eV
**Total charge**: +1

Atomic partial charges in e from the natural (NBO) method, atoms 1 to 2: -0.727, 0.652

Relative energies with respect to the most stable structure, expressed in kcal/mol: #P 6.7; #Q 0.0.

#P
Molecular formula: C6H16N4
Method: DFT, the ωB97M-V functional and the def2-TZVPD basis

```
26
C6H16N4, DFT the ωB97M-V functional and the def2-TZVPD basis
C -1.270 -3.215 0.482
C -0.463 -4.233 0.073
C -1.264 1.558 0.268
C 0.737 2.417 -0.890
C -0.259 0.406 -1.694
C 0.104 1.167 -0.410
N 1.661 0.432 1.223
N 2.367 1.545 1.397
N -1.967 -2.384 0.898
N 0.644 0.245 0.564
H -0.552 -4.290 -1.006
H -1.067 -4.986 0.723
H 0.463 -4.288 0.494
H -1.844 2.132 -0.472
H -1.863 0.561 0.255
H -1.299 1.991 1.286
H 0.827 3.153 -0.061
H 0.051 2.905 -1.662
H 1.710 2.331 -1.526
H 0.471 0.541 -2.430
H -0.595 -0.556 -1.443
H -1.088 0.788 -2.158
H 2.134 2.273 0.733
H 3.200 1.570 2.026
H -2.760 -1.847 1.302
H 1.921 -0.216 2.025
```

Results
**Gap between HOMO and LUMO**: 10.26 eV
**Total charge**: +2

Atomic partial charges in e from the natural (NBO) method, atoms 1 to 2: 0.689, -0.752

#Q
Molecular formula: C6H16N4
Method: DFT, the ωB97M-V functional and the def2-TZVPD basis

```
26
C6H16N4, DFT the ωB97M-V functional and the def2-TZVPD basis
C -2.921 -2.264 -0.265
C -2.621 -0.888 -0.592
N -2.483 0.095 0.230
C -2.134 1.454 -0.203
C -0.833 2.013 0.511
N 0.474 1.605 0.016
C 1.319 0.693 0.524
N 2.542 0.574 -0.009
C 3.458 -0.484 0.431
N 3.461 -1.517 -0.632
H -1.876 -2.679 -0.368
H -3.627 -2.761 -1.016
H -3.249 -2.459 0.732
H -2.252 -0.726 -1.575
H -2.820 -0.031 1.175
H -2.861 2.163 0.196
H -2.051 1.470 -1.281
H -0.857 3.104 0.304
H -0.815 1.966 1.645
H 0.837 2.214 -0.661
H 1.085 0.142 1.432
H 2.609 0.870 -1.019
H 4.473 -0.051 0.529
H 3.196 -0.863 1.514
H 3.735 -2.500 -0.403
H 4.211 -1.139 -1.214
```

Results
**Gap between HOMO and LUMO**: 8.91 eV
**Total charge**: +2
**Structure (SMILES)**: C/C=[NH+]/CC/[NH+]=C/NCN

Atomic partial charges in e from the natural (NBO) method, atoms 1 to 2: -0.706, 0.338

Relative energies with respect to the most stable structure, expressed in kcal/mol: #P 102.1; #Q 0.0.